1.
{
  "formula": "C20H19N5O",
  "method": "ωB97M-V/def2-TZVPD",
  "elements": ["O", "N", "N", "N", "N", "N", "C", "C", "C", "C", "C", "C", "C", "C", "C", "C", "C", "C", "C", "C", "C", "C", "C", "C", "C", "C", "H", "H", "H", "H", "H", "H", "H", "H", "H", "H", "H", "H", "H", "H", "H", "H", "H", "H", "H"],
  "xyz": [[1.925, -2.112, 0.023], [-4.565, -2.088, 0.018], [2.796, 0.015, 0.254], [-1.702, 0.038, -0.062], [2.281, 1.307, 0.296], [-0.677, -0.697, 0.181], [-4.155, 0.114, -0.197], [6.139, 0.353, -1.266], [-2.303, -3.085, 0.293], [3.007, 2.332, 1.006], [1.754, -0.918, 0.144], [0.543, -0.110, 0.173], [0.055, 2.406, 0.475], [-5.170, -0.868, -0.162], [-6.824, 0.793, -0.470], [4.752, -1.378, 0.401], [-5.832, 1.773, -0.508], [-2.908, -0.582, -0.022], [6.762, -0.780, -0.771], [4.128, -0.235, -0.092], [-4.497, 1.450, -0.373], [0.921, 1.216, 0.297], [-6.509, -0.540, -0.297], [4.823, 0.625, -0.939], [6.061, -1.647, 0.050], [-3.216, -1.936, 0.109], [-2.764, -4.011, -0.047], [4.073, 2.123, 0.948], [4.328, 1.490, -1.357], [-1.373, -2.901, -0.245], [2.715, 2.374, 2.061], [0.348, 2.983, 1.352], [4.196, -2.052, 1.032], [-3.730, 2.208, -0.405], [6.674, 1.025, -1.921], [-5.046, -2.972, 0.057], [0.117, 3.054, -0.399], [-7.277, -1.300, -0.269], [-0.973, 2.064, 0.576], [2.808, 3.297, 0.542], [-2.035, -3.190, 1.345], [-6.121, 2.804, -0.647], [-7.859, 1.085, -0.580], [7.788, -0.990, -1.034], [6.540, -2.538, 0.428]],
  "forces_ev_per_angstrom": [[-0.0497, -0.2162, -0.0808], [0.0068, -0.2615, 0.0616], [-0.3028, -0.0375, 0.4629], [2.4167, -0.1449, 0.2002], [-0.1890, 0.0012, -0.6303], [-2.4938, 0.0090, -0.2319], [-0.1523, -0.3454, 0.0326], [0.0901, 0.0068, 0.0004], [0.0162, -0.1217, -0.0847], [0.0483, 0.1420, 0.3547], [-0.0793, 0.0896, 0.1323], [1.0718, 1.2863, 0.0855], [-0.0104, 0.0298, 0.1533], [0.0409, 0.6444, -0.0659], [-0.1359, -0.1199, -0.0016], [-0.1385, 0.0484, 0.0370], [0.0659, 0.1992, -0.0133], [-1.0241, -1.1359, 0.0698], [0.0844, -0.0102, -0.0539], [0.4443, 0.0177, -0.2569], [-0.0629, -0.0175, -0.0130], [-0.0755, -0.6814, -0.1502], [-0.0718, -0.0209, -0.0037], [-0.1607, -0.0579, 0.0369], [0.0332, 0.0355, -0.0233], [0.4694, 0.4011, -0.0776], [-0.0418, -0.0801, 0.0036], [-0.0913, 0.0597, -0.0305], [-0.0603, 0.0597, -0.0064], [-0.0574, -0.1304, 0.0442], [0.0474, -0.0108, -0.0030], [0.0441, 0.0621, 0.0236], [-0.0484, -0.0358, 0.0624], [0.0701, 0.0980, -0.0090], [0.0383, 0.0481, -0.0471], [0.1137, 0.1022, 0.0082], [-0.0183, 0.0602, -0.0534], [-0.0918, -0.0526, 0.0009], [0.1161, 0.1434, 0.0040], [0.0384, -0.0327, 0.0219], [0.0758, -0.0233, 0.0387], [-0.0094, 0.0807, -0.0094], [-0.0780, 0.0077, -0.0064], [0.0845, -0.0207, -0.0211], [0.0272, -0.0755, 0.0387]],
  "homo_ev": -7.1,
  "spin_multiplicity": 1,
  "total_energy_ev": -30545.103,
  "homo_lumo_gap_ev": 7.28,
  "total_charge": 0
}

2.
{
  "formula": "C12H17NO5PdSSi",
  "method": "ωB97M-V/def2-TZVPD",
  "elements": ["Pd", "S", "Si", "O", "O", "O", "O", "O", "N", "C", "C", "C", "C", "C", "C", "C", "C", "C", "C", "C", "C", "H", "H", "H", "H", "H", "H", "H", "H", "H", "H", "H", "H", "H", "H", "H", "H", "H"],
  "xyz": [[0.088, -0.062, -0.034], [2.064, 0.397, -0.903], [5.044, 2.401, -1.112], [-2.043, 3.315, -0.137], [-1.797, -0.060, 0.956], [-1.347, 1.458, -1.185], [0.676, -1.148, 1.528], [0.292, -0.644, 3.688], [1.277, 2.224, 0.798], [3.474, 2.686, -0.101], [-1.563, -0.756, 2.214], [5.111, 0.774, -1.989], [5.156, 3.783, -2.342], [2.306, 1.909, 0.009], [3.484, 3.845, 0.672], [1.352, 3.327, 1.547], [-2.019, 1.334, 1.126], [-0.081, -0.807, 2.550], [6.475, 2.508, 0.061], [-1.753, 2.023, -0.192], [2.430, 4.184, 1.513], [4.993, -0.072, -1.311], [6.514, 3.468, 0.583], [-3.054, 1.530, 1.415], [5.108, 4.761, -1.855], [-1.803, 3.694, -1.000], [-1.911, -1.772, 2.043], [7.420, 2.382, -0.474], [-2.153, -0.292, 3.000], [4.334, 3.725, -3.061], [6.101, 0.710, -2.454], [0.510, 3.528, 2.202], [4.358, 0.684, -2.774], [4.346, 4.507, 0.632], [2.450, 5.076, 2.124], [6.406, 1.721, 0.817], [-1.356, 1.758, 1.883], [6.095, 3.732, -2.900]],
  "forces_ev_per_angstrom": [[-0.4974, -0.1051, -0.3300], [0.5573, 0.1892, 0.0249], [-0.2959, -0.1317, 0.0565], [0.0577, -0.0577, -0.2658], [-0.2167, -0.0217, 0.2433], [0.3084, 0.1058, 0.0391], [0.1417, 0.2931, 0.3163], [-0.0742, -0.0758, 0.0271], [-0.1675, 0.4876, 0.2892], [-0.1198, 0.1337, 0.1983], [-0.5541, 0.0880, -0.1551], [0.1014, -0.2390, -0.2019], [-0.0145, 0.2674, -0.2744], [-0.0908, -0.4422, -0.2427], [-0.0119, 0.0712, 0.0415], [0.0367, -0.1111, -0.0969], [-0.1497, 0.0803, 0.0135], [0.6556, -0.2655, -0.2507], [0.2460, 0.0008, 0.2950], [-0.0511, -0.1715, 0.1701], [0.0993, -0.0153, -0.0514], [0.0246, 0.0344, -0.0275], [0.0164, -0.0419, -0.0139], [-0.0325, -0.0683, 0.0515], [0.0016, -0.0332, -0.0399], [-0.0484, 0.0685, 0.1021], [-0.0110, -0.0264, 0.0420], [-0.0325, 0.0025, 0.0237], [0.0424, 0.0355, 0.0401], [0.0394, 0.0396, 0.0150], [-0.0654, -0.0782, -0.0178], [-0.0227, -0.0245, -0.0451], [0.0417, 0.0022, 0.0391], [-0.0200, -0.0312, 0.0020], [0.0143, -0.0144, -0.0113], [0.0427, 0.0336, -0.0096], [0.0922, 0.0118, -0.0123], [-0.0433, 0.0092, 0.0160]],
  "homo_ev": -8.0,
  "spin_multiplicity": 1,
  "total_energy_ev": -46640.388,
  "homo_lumo_gap_ev": 7.13,
  "total_charge": 0
}

3.
{
  "formula": "C4H3AuO",
  "method": "ωB97M-V/def2-TZVPD",
  "elements": ["Au", "O", "C", "C", "C", "C", "H", "H", "H"],
  "xyz": [[2.040, 0.987, -0.058], [1.831, -0.700, 0.198], [-1.092, 0.504, -0.413], [-0.487, -0.584, -0.069], [-2.409, 0.452, -0.045], [0.669, -1.277, 0.127], [-2.737, 0.920, 0.888], [0.674, -2.363, -0.044], [-3.169, 0.147, -0.769]],
  "forces_ev_per_angstrom": [[1.5082, 8.7477, -1.1670], [-0.6803, -7.8592, 1.9813], [-1.5203, -2.4860, 0.8880], [2.2212, 1.2409, -0.6201], [-0.5008, 2.4456, -0.2291], [-1.3080, -1.6931, -1.5056], [-0.1506, -0.0236, -0.0459], [0.3759, 0.1402, 0.4888], [0.0547, -0.5124, 0.2095]],
  "s2": 2.02,
  "homo_ev": [-18.4, -20.7],
  "spin_multiplicity": 3,
  "total_energy_ev": -9906.161,
  "homo_lumo_gap_ev": [6.90, 6.52],
  "total_charge": 2
}

4.
{
  "formula": "C17H32CrNO",
  "method": "ωB97M-V/def2-TZVPD",
  "elements": ["Cr", "O", "N", "C", "C", "C", "C", "C", "C", "C", "C", "C", "C", "C", "C", "C", "C", "C", "C", "C", "H", "H", "H", "H", "H", "H", "H", "H", "H", "H", "H", "H", "H", "H", "H", "H", "H", "H", "H", "H", "H", "H", "H", "H", "H", "H", "H", "H", "H", "H", "H", "H"],
  "xyz": [[0.632, 0.489, -0.615], [-0.863, 0.559, 1.632], [-0.788, 0.175, 3.801], [-1.288, -2.492, 0.670], [-2.720, -0.613, -1.373], [0.200, 3.108, -1.438], [-0.315, -0.556, -2.381], [0.959, -1.136, -2.011], [2.128, -1.339, -2.920], [1.315, 2.008, -1.552], [0.703, 4.271, -2.266], [-2.235, 0.221, 3.785], [-0.100, 0.017, 5.069], [-0.667, -0.018, -3.731], [1.349, 0.220, 2.604], [-0.154, 0.331, 2.640], [1.719, -2.760, -0.116], [-0.609, -1.674, -0.356], [-1.255, -0.842, -1.322], [0.780, -1.775, -0.719], [0.124, 3.354, -0.353], [-2.130, -1.952, 1.112], [3.014, -1.669, -2.364], [-3.089, -0.334, -0.380], [-2.589, 1.133, 3.286], [2.015, 2.113, -0.659], [1.661, -0.693, 2.061], [0.584, 0.864, 5.246], [2.382, -0.414, -3.452], [1.676, -2.726, 0.980], [-0.609, -2.763, 1.485], [-1.697, -3.441, 0.283], [1.487, -3.795, -0.420], [-2.962, 0.205, -2.056], [1.913, -2.109, -3.679], [-0.088, 5.001, -2.411], [0.488, -0.917, 5.092], [1.062, 3.859, -3.207], [1.803, 1.774, -2.565], [-3.300, -1.492, -1.699], [0.115, 0.659, -4.093], [1.779, 0.089, 3.590], [-0.804, 2.712, -1.726], [1.550, 4.692, -1.728], [2.749, -2.552, -0.424], [-0.792, -0.802, -4.497], [0.736, -0.229, 0.753], [-2.647, -0.649, 3.250], [-2.563, 0.203, 4.821], [1.800, 1.146, 2.211], [-1.606, 0.547, -3.704], [-0.856, -0.008, 5.847]],
  "forces_ev_per_angstrom": [[-1.8168, 0.3058, -0.3379], [1.2436, 0.1631, -1.6251], [0.7058, 0.0204, -0.7406], [-0.1614, 0.1770, 0.9546], [-0.3983, 0.7433, 0.2702], [0.4417, -1.3426, 0.7923], [0.4104, -1.1527, -0.3582], [-0.4529, 0.2375, 0.0744], [0.3698, 0.2379, -0.0769], [-0.2410, -0.1591, -0.9062], [-0.2547, -0.0250, 0.2012], [-0.6204, 0.0826, -0.0958], [0.7977, -0.0927, 0.3510], [-0.0153, 0.6056, 0.0404], [0.2338, 0.1270, 0.4758], [-0.7931, 0.0432, 1.4850], [0.4875, 0.1246, 0.3269], [-0.1883, 0.5375, -0.6890], [0.4912, -0.6431, 0.1701], [0.1009, -0.4763, -0.4337], [-0.1083, 0.1228, -0.7195], [0.0772, -0.0378, -0.1225], [-0.2071, 0.1376, -0.1940], [-0.0255, -0.0468, -0.1538], [0.0713, -0.2733, 0.2213], [0.1795, -0.1675, -0.7419], [-0.0448, 0.4288, 0.0697], [-0.3781, -0.3243, 0.0914], [-0.0025, -0.2409, 0.0372], [0.0130, -0.1244, -0.2343], [-0.0582, 0.0113, -0.1387], [0.2575, 0.3576, -0.2680], [-0.0948, 0.3940, -0.0241], [-0.0620, -0.1291, 0.1083], [-0.0635, 0.2261, 0.2787], [0.1946, 0.2116, -0.1291], [-0.3416, 0.3123, 0.1282], [-0.1287, 0.4163, -0.2319], [-0.5475, 0.8518, 1.6357], [0.4712, 0.1013, 0.0608], [-0.0875, -0.1684, -0.0289], [0.0592, 0.0376, 0.1678], [0.6794, 0.3178, -0.1969], [-0.0119, 0.3322, -0.2275], [-0.1627, -0.1127, 0.1157], [0.1385, 0.0155, 0.4683], [-0.2943, -1.8871, 0.1895], [0.1049, 0.2727, 0.1957], [-0.2428, 0.0227, -0.1780], [-0.1576, -0.3988, -0.1833], [0.2202, -0.1408, 0.0045], [0.2126, -0.0321, 0.1210]],
  "s2": 4.04,
  "homo_ev": [-15.5, -15.6],
  "spin_multiplicity": 4,
  "total_energy_ev": -50086.895,
  "homo_lumo_gap_ev": [6.94, 5.58],
  "total_charge": 2
}

Repeat the second record exactly.
{
  "formula": "C12H17NO5PdSSi",
  "method": "ωB97M-V/def2-TZVPD",
  "elements": ["Pd", "S", "Si", "O", "O", "O", "O", "O", "N", "C", "C", "C", "C", "C", "C", "C", "C", "C", "C", "C", "C", "H", "H", "H", "H", "H", "H", "H", "H", "H", "H", "H", "H", "H", "H", "H", "H", "H"],
  "xyz": [[0.088, -0.062, -0.034], [2.064, 0.397, -0.903], [5.044, 2.401, -1.112], [-2.043, 3.315, -0.137], [-1.797, -0.060, 0.956], [-1.347, 1.458, -1.185], [0.676, -1.148, 1.528], [0.292, -0.644, 3.688], [1.277, 2.224, 0.798], [3.474, 2.686, -0.101], [-1.563, -0.756, 2.214], [5.111, 0.774, -1.989], [5.156, 3.783, -2.342], [2.306, 1.909, 0.009], [3.484, 3.845, 0.672], [1.352, 3.327, 1.547], [-2.019, 1.334, 1.126], [-0.081, -0.807, 2.550], [6.475, 2.508, 0.061], [-1.753, 2.023, -0.192], [2.430, 4.184, 1.513], [4.993, -0.072, -1.311], [6.514, 3.468, 0.583], [-3.054, 1.530, 1.415], [5.108, 4.761, -1.855], [-1.803, 3.694, -1.000], [-1.911, -1.772, 2.043], [7.420, 2.382, -0.474], [-2.153, -0.292, 3.000], [4.334, 3.725, -3.061], [6.101, 0.710, -2.454], [0.510, 3.528, 2.202], [4.358, 0.684, -2.774], [4.346, 4.507, 0.632], [2.450, 5.076, 2.124], [6.406, 1.721, 0.817], [-1.356, 1.758, 1.883], [6.095, 3.732, -2.900]],
  "forces_ev_per_angstrom": [[-0.4974, -0.1051, -0.3300], [0.5573, 0.1892, 0.0249], [-0.2959, -0.1317, 0.0565], [0.0577, -0.0577, -0.2658], [-0.2167, -0.0217, 0.2433], [0.3084, 0.1058, 0.0391], [0.1417, 0.2931, 0.3163], [-0.0742, -0.0758, 0.0271], [-0.1675, 0.4876, 0.2892], [-0.1198, 0.1337, 0.1983], [-0.5541, 0.0880, -0.1551], [0.1014, -0.2390, -0.2019], [-0.0145, 0.2674, -0.2744], [-0.0908, -0.4422, -0.2427], [-0.0119, 0.0712, 0.0415], [0.0367, -0.1111, -0.0969], [-0.1497, 0.0803, 0.0135], [0.6556, -0.2655, -0.2507], [0.2460, 0.0008, 0.2950], [-0.0511, -0.1715, 0.1701], [0.0993, -0.0153, -0.0514], [0.0246, 0.0344, -0.0275], [0.0164, -0.0419, -0.0139], [-0.0325, -0.0683, 0.0515], [0.0016, -0.0332, -0.0399], [-0.0484, 0.0685, 0.1021], [-0.0110, -0.0264, 0.0420], [-0.0325, 0.0025, 0.0237], [0.0424, 0.0355, 0.0401], [0.0394, 0.0396, 0.0150], [-0.0654, -0.0782, -0.0178], [-0.0227, -0.0245, -0.0451], [0.0417, 0.0022, 0.0391], [-0.0200, -0.0312, 0.0020], [0.0143, -0.0144, -0.0113], [0.0427, 0.0336, -0.0096], [0.0922, 0.0118, -0.0123], [-0.0433, 0.0092, 0.0160]],
  "homo_ev": -8.0,
  "spin_multiplicity": 1,
  "total_energy_ev": -46640.388,
  "homo_lumo_gap_ev": 7.13,
  "total_charge": 0
}